Entry from the Open Molecules 2025 dataset: a structure of composition C31H46BF4MnN7O4P (ωB97M-V/def2-TZVPD).

Structure (XYZ):
```
95
Properties=species:S:1:pos:R:3:forces:R:3
Mn -0.44404 0.67942 -0.68078 0.390 0.659 -0.244
P 1.25385 -1.33232 1.52278 0.202 -0.008 -0.017
F -3.39739 -2.70068 -1.01012 -0.170 -0.068 0.206
F -1.70979 -3.58351 -2.29254 0.267 -0.379 -0.143
F -1.47996 -1.49858 -1.40358 -0.019 0.095 0.229
F -2.97036 -1.84103 -3.08638 -0.114 0.171 -0.262
O 0.32039 7.56391 0.01467 0.019 0.051 -0.109
O 2.68612 3.88488 -0.40731 0.100 -0.192 0.289
O 2.12904 6.27239 0.08460 -0.156 0.151 0.286
O 1.58221 1.96055 -0.76634 0.067 -0.033 -0.046
N -0.75613 3.16053 -0.58125 -0.044 -0.152 -0.018
N -2.48558 1.00399 0.44857 -0.115 -0.316 0.054
N -2.41268 1.07647 -2.28196 -0.113 0.101 -0.145
N 0.38974 0.16038 -2.80000 -0.097 -0.077 0.043
N 0.35256 -0.36478 0.75710 -0.181 -0.123 0.302
N 0.67712 -1.14246 -2.95849 -0.004 0.012 -0.251
N -1.78661 4.01159 -0.49843 0.036 0.024 -0.030
C -6.05145 1.71955 -0.22231 0.018 -0.007 -0.033
C -0.92039 -3.08446 1.61636 -0.033 -0.002 -0.055
C 0.60751 -3.12810 1.43101 0.024 0.039 -0.003
C 0.83662 6.46775 -0.05626 0.054 -0.047 0.246
C 0.97127 0.78343 -3.81762 0.084 -0.050 0.103
C 0.84300 -3.63267 0.00009 -0.045 0.007 0.024
C 2.49276 -1.43375 4.20620 0.003 0.078 -0.012
C 0.02765 -1.33062 4.02978 0.022 0.043 0.046
C 1.36755 0.67568 3.46217 -0.046 -0.028 -0.092
C 1.33826 -0.86349 3.37794 -0.031 -0.003 -0.044
C 0.86482 2.26185 -3.98108 0.005 0.005 -0.075
C 3.97261 -2.43379 1.27376 -0.029 0.011 -0.011
C -6.00217 1.87311 -1.57804 0.005 -0.017 0.087
C -4.79843 1.66072 -2.28102 0.027 0.001 0.004
C -4.87457 1.39306 0.49317 -0.082 0.036 0.131
C -3.64530 1.31387 -1.62797 0.006 0.006 0.033
C 2.95181 -1.25600 -0.68188 -0.018 0.042 0.025
C 1.87023 -2.75231 -4.40426 0.020 -0.013 -0.038
C 1.20075 -4.15559 2.39765 -0.024 0.026 0.014
C -3.65503 1.02385 2.53556 -0.060 0.012 -0.115
C -2.48180 0.91617 1.75594 -0.092 -0.001 -0.223
C 1.65803 3.17925 -0.53531 -0.105 -0.008 -0.085
C 0.33222 3.89573 -0.44782 -0.084 -0.090 0.098
C 1.64541 -0.14709 -4.63126 -0.068 0.020 0.057
C 3.66962 0.03870 1.25408 -0.075 0.033 0.002
C 3.03452 -1.30041 0.85236 -0.023 -0.027 0.017
C -0.00303 5.25734 -0.26700 -0.116 0.064 -0.131
C -1.38016 5.28123 -0.32149 0.089 -0.058 0.095
C 1.42711 -1.37729 -4.04369 -0.065 -0.002 0.064
C -3.66348 1.21452 -0.20339 0.117 0.079 0.085
C -4.84000 1.26440 1.90503 0.072 0.000 -0.032
B -2.41886 -2.44892 -1.94933 -0.153 0.160 0.026
H -6.89653 2.13278 -2.12820 -0.019 0.004 -0.015
H 2.37139 5.27100 0.04754 0.083 0.114 -0.591
H 2.59769 -2.18743 -1.11935 0.010 0.057 0.005
H 2.28251 -4.23283 2.32410 0.106 0.000 -0.007
H 0.85031 1.11916 2.60852 -0.015 -0.025 0.012
H 1.03088 -3.44788 -4.39256 -0.022 -0.012 0.015
H 1.02074 2.75505 -3.02661 0.012 0.026 0.050
H -1.51235 0.74694 2.20744 0.108 -0.074 -0.010
H 2.38121 1.06780 3.48011 0.089 0.006 -0.067
H -2.30180 0.08182 -2.46384 0.026 -0.198 0.000
H 2.54015 -2.51872 4.16889 -0.014 -0.144 -0.015
H 0.24315 -1.80406 -2.32998 -0.011 0.013 -0.029
H 0.87586 1.00447 4.38104 0.006 0.003 0.072
H 2.62048 -3.11569 -3.69992 0.011 -0.008 0.008
H -1.37221 -3.93895 1.10786 -0.006 -0.042 -0.009
H 3.93798 0.08335 2.30709 -0.011 0.006 0.063
H 3.67369 -3.39397 0.85902 -0.039 -0.087 -0.033
H 0.02952 -2.39926 4.23919 -0.017 0.029 -0.007
H 2.30756 -2.75522 -5.40095 0.006 -0.002 0.002
H 1.61104 2.62336 -4.68795 -0.007 -0.008 0.011
H -0.11972 2.54893 -4.35714 -0.014 -0.006 -0.013
H 4.97528 -2.21750 0.89222 0.036 0.014 -0.021
H 2.21133 0.05424 -5.52349 0.038 0.009 -0.041
H 2.30432 -0.43873 -1.00100 0.097 -0.043 0.042
H 3.01209 0.87084 1.00604 -0.024 0.031 -0.002
H 3.45843 -1.03948 3.89643 0.013 -0.009 -0.009
H -1.20940 -3.13444 2.66400 -0.020 -0.006 0.001
H 0.30827 -4.57650 -0.13247 -0.007 -0.011 -0.007
H 3.95480 -1.06491 -1.07364 0.064 0.005 -0.023
H -2.06060 6.10728 -0.23361 -0.064 0.076 0.008
H -2.72811 3.65478 -0.56653 0.095 0.028 -0.003
H -2.38248 1.53779 -3.18557 0.044 -0.018 0.110
H 2.35056 -1.14952 5.25431 -0.012 0.016 0.030
H 0.78573 -5.13980 2.15937 -0.021 -0.035 -0.013
H -6.97858 1.85190 0.32033 -0.022 0.008 0.018
H 1.89282 -3.80919 -0.22105 0.057 -0.033 0.029
H 4.59033 0.16892 0.67947 0.040 0.006 -0.017
H 0.43382 -2.92813 -0.72128 -0.004 -0.034 0.043
H -5.76137 1.36495 2.46572 -0.022 0.015 0.004
H -0.09939 -0.81205 4.98437 0.011 0.004 0.037
H -1.33687 -2.18070 1.16991 0.001 -0.011 -0.027
H -4.78641 1.73366 -3.36143 -0.005 0.005 -0.015
H -3.59221 0.92044 3.61040 -0.006 0.008 -0.013
H -0.83514 -1.11455 3.40367 -0.057 0.101 -0.013
H 4.05323 -2.54065 2.35394 -0.005 -0.004 0.052
H 0.94246 -3.94579 3.43368 0.032 -0.002 0.038
```
Forces are in eV/Å.

Properties
Charge: -1
HOMO-LUMO gap (spin up / spin down): 6.4 / 6.7 eV
HOMO level (spin up / spin down): -4.564 / -4.896 eV
2S+1: 6
⟨S²⟩: 8.755

Mulliken charges in e: number 1, Mn, carries 2.79; number 2, P, carries -1.41; number 3, F, carries -0.35; number 4, F, carries -0.36; number 5, F, carries 0.23; number 6, F, carries -0.38; number 7, O, carries -0.67; number 8, O, carries -0.94; number 9, O, carries -0.58; number 10, O, carries -0.52; number 11, N, carries 0.37; number 12, N, carries 0.72; number 13, N, carries 0.01; number 14, N, carries 0.52; number 15, N, carries 0.57; number 16, N, carries 0.12; number 17, N, carries -0.25; number 18, C, carries -0.85; number 19, C, carries -1.71; number 20, C, carries 2.63; number 21, C, carries 0.40; number 22, C, carries 0.30; number 23, C, carries -2.95; number 24, C, carries -2.04; number 25, C, carries -2.03; number 26, C, carries -1.70; number 27, C, carries 2.76; number 28, C, carries -1.06; number 29, C, carries -2.18; number 30, C, carries -0.80; number 31, C, carries -0.32; number 32, C, carries 0.70; number 33, C, carries 0.04; number 34, C, carries -1.74; number 35, C, carries -1.38; number 36, C, carries -2.04; number 37, C, carries -0.91; number 38, C, carries -0.40; number 39, C, carries 0.56; number 40, C, carries -0.38; number 41, C, carries -1.67; number 42, C, carries -1.99; number 43, C, carries 2.84; number 44, C, carries 0.10; number 45, C, carries -0.53; number 46, C, carries 1.04; number 47, C, carries -0.08; number 48, C, carries -0.93; number 49, B, carries 0.36; number 50, H, carries 0.40; number 51, H, carries 0.40; number 52, H, carries -0.06; number 53, H, carries 0.26; number 54, H, carries 0.16; number 55, H, carries 0.27; number 56, H, carries 0.05; number 57, H, carries 0.23; number 58, H, carries 0.37; number 59, H, carries -0.04; number 60, H, carries 0.27; number 61, H, carries -0.34; number 62, H, carries 0.49; number 63, H, carries 0.23; number 64, H, carries 0.49; number 65, H, carries 0.30; number 66, H, carries 0.34; number 67, H, carries 0.21; number 68, H, carries 0.39; number 69, H, carries 0.40; number 70, H, carries 0.18; number 71, H, carries 0.54; number 72, H, carries 0.46; number 73, H, carries 0.02; number 74, H, carries 0.13; number 75, H, carries 0.30; number 76, H, carries 0.33; number 77, H, carries 0.71; number 78, H, carries 0.70; number 79, H, carries 0.54; number 80, H, carries -0.02; number 81, H, carries 0.21; number 82, H, carries 0.54; number 83, H, carries 0.52; number 84, H, carries 0.39; number 85, H, carries 0.25; number 86, H, carries 0.63; number 87, H, carries 0.85; number 88, H, carries 0.39; number 89, H, carries 0.75; number 90, H, carries 0.13; number 91, H, carries 0.47; number 92, H, carries 0.50; number 93, H, carries 0.17; number 94, H, carries 0.23; number 95, H, carries 0.31